Computed, not measured: a molecular structure, C40H29BrFFeN4O6Si, with ωB97M-V/def2-TZVPD.

The calculation puts the largest force on an atom at 1.42 eV Å⁻¹. As for the HOMO-LUMO gap (alpha / beta): 6.4 / 6.6 eV. The HOMO energy (alpha / beta) is -4.72 / -4.90 eV.

```
! wB97M-V def2-TZVPD RIJCOSX def2/J DEFGRID3
* xyz -1 1
Si -0.048 0.493 1.850
H -1.182 2.433 -0.036
C 3.817 0.931 -1.281
C 2.015 2.645 -1.681
C 0.887 0.580 4.587
C -1.777 -3.772 2.805
C -0.781 -1.187 2.298
H -2.059 1.295 3.987
C -2.820 3.469 0.895
F -3.094 -4.565 -0.844
C -3.300 2.823 3.157
H 2.042 -4.124 -3.129
H 1.529 0.716 6.634
H -0.592 -3.811 -0.614
C -2.644 -2.747 2.448
H 2.439 2.024 1.954
C -3.089 -0.707 -2.305
C -2.911 2.965 -2.858
O 1.485 -1.639 -3.027
H 3.914 4.382 -1.342
H 0.048 -0.067 4.829
N -0.841 0.027 -2.000
H 5.594 -0.262 -1.011
H 0.268 -4.310 3.186
C -1.483 1.729 1.956
C 1.725 1.013 5.610
C -3.583 3.611 2.046
C 6.085 1.810 -0.970
Br 6.821 4.593 -0.888
N 0.136 -4.515 -2.457
O 1.041 -1.997 -0.885
H -2.838 -0.681 1.917
C 1.333 -2.396 -2.056
C -1.717 -0.927 -2.015
O 3.066 -0.083 -1.347
H -2.190 4.941 -3.100
H -3.027 4.082 0.024
C -0.104 -5.149 -3.660
H -4.391 4.332 2.081
C 5.234 0.756 -1.082
H 3.470 2.162 6.113
C 3.370 2.290 -1.395
C 2.817 1.820 5.318
N -1.423 -5.541 -3.843
C -2.264 1.899 3.108
H 1.803 3.717 -1.658
H -3.705 -2.945 2.354
C -1.784 2.538 0.858
H -1.614 -5.988 -4.728
C -0.414 -3.514 2.910
H -4.547 0.765 -2.779
C -2.147 -1.471 2.197
C 3.073 2.183 4.000
C -0.873 -4.334 -1.525
H 1.917 -4.340 -1.358
H -1.346 -1.914 -1.781
N 1.070 1.827 -1.953
C -2.508 -5.375 -2.994
H 0.165 4.361 -2.641
C -1.937 3.913 -2.873
C -3.504 0.554 -2.570
C 0.073 -2.237 2.660
C -2.125 -4.739 -1.748
H -3.945 3.221 -3.059
O 0.699 0.497 0.468
C 4.282 3.365 -1.261
H -3.777 -1.542 -2.299
O -3.623 -5.734 -3.305
C 1.462 -3.897 -2.243
C 2.229 1.749 2.984
O 0.738 -5.380 -4.499
H 1.140 -2.052 2.741
H -3.888 2.932 4.061
H 7.143 1.638 -0.808
Fe 1.100 -0.062 -1.336
H 3.931 2.801 3.765
C 1.115 0.947 3.256
C -0.582 3.580 -2.597
C -0.229 2.307 -2.285
H -2.161 -4.769 2.990
C -1.238 1.301 -2.290
C -2.568 1.618 -2.574
C 5.604 3.137 -1.055
*
```